(1)
Density functional theory data (wB97M-V/def2-TZVPD) for a cluster of 12 separate species, C44H117N5O24 in total in a non-equilibrium geometry.

The energy comes out at -3825.2461 a.u. Its frontier orbital gap (spin up / spin down) is 6.29 / 1.42 eV. The HOMO energy (spin up / spin down) is -9.05 / -9.05 eV. Its spin multiplicity is 2. As for the expectation value of S²: 0.7546. Its total charge is +1. The energy above the lowest of the compared OMol25 structures with the same formula, charge and spin is 470.5 kJ/mol.

Last column: Löwdin spin population.
Positions of all 190 atoms, in Å:
C1 4.7458 0.6681 -4.9009  0.00
C2 3.9009 -0.1078 -3.9630  0.00
O1 3.6336 0.6412 -2.8228  0.00
O2 6.0166 0.1606 -4.7175  0.00
H1 4.6744 1.7518 -4.8092  0.00
H2 4.4244 0.4246 -5.9136  0.00
H3 4.1846 -1.1285 -3.7067  0.00
H4 3.0301 -0.3335 -4.5785  0.00
H5 3.3733 1.5331 -3.0644  0.00
H6 6.5787 0.9015 -4.9553  0.00
C3 2.9937 -5.2687 -6.3371  0.00
C4 3.6542 -4.1735 -7.2142  0.00
O3 2.8761 -3.9703 -8.3614  0.00
O4 3.0142 -6.5147 -7.0125  0.00
H7 1.9399 -4.9972 -6.2754  0.00
H8 3.5139 -5.1788 -5.3834  0.00
H9 4.6892 -4.3454 -7.5097  0.00
H10 3.4761 -3.2093 -6.7381  0.00
H11 2.9202 -4.7950 -8.8507  0.00
H12 2.3329 -6.9975 -6.5389  0.00
C5 1.6174 -0.9579 -9.2418  0.00
C6 1.4899 -1.5486 -10.6466  0.00
O5 2.4898 -2.5798 -10.9715  0.00
O6 1.1364 -1.8991 -8.2660  0.00
H13 0.9749 -0.0773 -9.2368  0.00
H14 2.6562 -0.8172 -8.9430  0.00
H15 1.4860 -0.6991 -11.3296  0.00
H16 0.5512 -2.1019 -10.6742  0.00
H17 2.5159 -3.0817 -10.1536  0.00
H18 1.7814 -2.6035 -8.1682  0.00
C7 -0.7407 2.9690 6.7062  0.00
C8 -2.0624 3.7176 6.7588  0.00
O7 -2.0266 4.6099 7.9486  0.00
O8 -0.5912 2.1604 7.8951  0.00
H19 0.1253 3.6244 6.6141  0.00
H20 -0.7745 2.3297 5.8240  0.00
H21 -2.8149 2.9377 6.8750  0.00
H22 -2.3959 4.2478 5.8667  0.00
H23 -1.4694 4.1053 8.5457  0.00
H24 0.3599 2.1424 8.0244  0.00
C9 -3.4414 -0.2596 5.6070  0.00
C10 -3.5930 -0.1590 7.0941  0.00
O9 -2.2993 -0.0471 7.7021  0.00
O10 -3.0029 1.0597 5.0457  0.00
H25 -4.3289 -0.6218 5.0881  0.00
H26 -2.6683 -0.9571 5.2843  0.00
H27 -4.2105 -1.0007 7.4078  0.00
H28 -4.2323 0.7229 7.1348  0.00
H29 -1.7877 0.7644 7.7389  0.00
H30 -3.2120 1.1231 4.1109  0.00
C11 1.5010 3.9090 -3.7241  0.00
C12 0.3888 2.7956 -3.7558  0.00
O11 0.5484 1.9755 -2.7216  0.00
O12 2.7637 3.2590 -3.6188  0.00
H31 1.5434 4.4547 -2.7814  0.00
H32 1.3777 4.7000 -4.4639  0.00
H33 0.5889 2.1401 -4.6033  0.00
H34 -0.6310 3.1695 -3.8470  0.00
H35 1.4784 1.9178 -2.4907  0.00
H36 3.4100 3.9618 -3.7183  0.00
C13 -4.4779 -2.0211 -4.7403  0.00
C14 -4.2591 -1.1416 -3.4963  0.00
O13 -4.5333 0.2138 -3.7428  0.00
O14 -3.7750 -1.6284 -5.8666  0.00
H37 -5.4991 -2.1172 -5.1091  0.00
H38 -4.2062 -3.0283 -4.4242  0.00
H39 -3.3759 -1.3154 -2.8815  0.00
H40 -5.0473 -1.4364 -2.8035  0.00
H41 -3.6670 0.5900 -3.9148  0.00
H42 -4.3033 -1.8352 -6.6410  0.00
C15 -1.3799 1.1713 -6.6178  0.00
O15 -1.1341 2.2641 -7.6216  0.00
C16 -0.0808 3.0833 -7.2353  0.01
C17 0.2474 4.1135 -8.3305  0.09
N1 0.7408 3.5032 -9.5705  0.66
C18 1.1102 4.4505 -10.6721  0.05
C19 -0.1526 5.1230 -11.3344  0.06
O16 -0.9516 5.8865 -10.4687  0.02
C20 -2.1847 6.2338 -11.0766  0.00
H43 -2.2681 0.5804 -6.8412  0.00
H44 -1.7607 1.4361 -5.6315  0.00
H45 -0.6129 0.3969 -6.6318  0.00
H46 0.7362 2.4384 -6.9119  0.00
H47 -0.3780 3.7431 -6.4202  0.00
H48 1.0208 4.7525 -7.9042  0.01
H49 -0.6169 4.7027 -8.6369  0.04
H50 0.1728 2.7687 -9.9679  0.02
H51 1.6698 3.8967 -11.4258  0.01
H52 1.5961 5.2612 -10.1292  0.00
H53 -0.7901 4.3623 -11.7850  0.00
H54 0.2086 5.7591 -12.1425  0.01
H55 -2.7485 6.9579 -10.4885  0.00
H56 -2.9439 5.4582 -11.1781  0.00
H57 -1.9258 6.6335 -12.0570  0.00
C21 -0.4041 -2.9335 -5.4906  0.00
O17 -0.0406 -2.8468 -4.0753  0.00
C22 -0.5212 -1.6016 -3.5589  0.00
C23 -0.4685 -1.7418 -2.0139  0.00
N2 -0.5578 -0.4079 -1.3788  0.00
C24 -0.2440 -0.7593 0.0075  0.00
C25 0.0013 0.5600 0.8594  0.00
O18 0.1265 0.1065 2.1890  0.00
C26 -0.0904 1.0447 3.2331  0.00
H58 -1.4873 -2.8438 -5.5733  0.00
H59 -0.1107 -3.7574 -6.1411  0.00
H60 0.0840 -2.2009 -6.1333  0.00
H61 -1.4757 -1.1972 -3.8960  0.00
H62 0.2709 -0.8834 -3.7706  0.00
H63 0.4375 -2.2276 -1.6516  0.00
H64 -1.4094 -2.2336 -1.7671  0.00
H65 -0.0422 0.2735 -1.9173  0.00
H66 0.6379 -1.3608 0.2281  0.00
H67 -1.0625 -1.3098 0.4712  0.00
H68 -0.8758 1.2047 0.9152  0.00
H69 0.8347 1.0722 0.3786  0.00
H70 0.6009 1.8707 3.0664  0.00
H71 0.2542 0.7222 4.2157  0.00
H72 -1.1304 1.3684 3.1915  0.00
C27 2.3335 -3.4493 1.9062  0.00
O19 1.6442 -3.8690 3.0040  0.00
C28 1.3725 -2.8117 3.8452  0.00
C29 0.7803 -3.3894 5.1687  0.00
N3 1.8263 -4.0586 5.9261  0.00
C30 1.5159 -4.5792 7.2489  0.00
C31 0.8914 -3.5918 8.2304  0.00
O20 1.3221 -3.9239 9.5419  0.00
C32 0.6104 -3.2055 10.5436  0.00
H73 2.5690 -2.4063 1.6948  0.00
H74 1.9782 -3.8909 0.9752  0.00
H75 3.2662 -4.0002 2.0268  0.00
H76 0.5825 -2.2025 3.4060  0.00
H77 2.2026 -2.1420 4.0702  0.00
H78 0.0766 -4.1889 4.9370  0.00
H79 0.3564 -2.5757 5.7574  0.00
H80 2.2989 -4.7646 5.3799  0.00
H81 2.4243 -4.9935 7.6863  0.00
H82 0.8972 -5.4695 7.1366  0.00
H83 -0.1872 -3.4674 8.1347  0.00
H84 1.3672 -2.6195 8.1027  0.00
H85 -0.3168 -3.7621 10.6798  0.00
H86 0.2711 -2.2285 10.1992  0.00
H87 1.1267 -3.1372 11.5011  0.00
C33 -5.6353 1.6477 2.7864  0.00
O21 -4.4201 0.8552 2.6010  0.00
C34 -4.0222 0.7264 1.2140  0.00
C35 -4.9429 -0.1790 0.4109  0.00
N4 -5.3115 -1.4943 0.9555  0.00
C36 -4.0287 -2.2648 0.9576  0.00
C37 -4.3922 -3.7530 0.8953  0.00
O22 -3.3148 -4.4477 0.1987  0.00
C38 -2.0960 -4.5105 0.9380  0.00
H88 -6.4453 1.5597 2.0623  0.00
H89 -5.3119 2.6832 2.6810  0.00
H90 -5.9926 1.4628 3.7995  0.00
H91 -3.0519 0.2437 1.0968  0.00
H92 -3.9338 1.7532 0.8591  0.00
H93 -4.6833 -0.2151 -0.6472  0.00
H94 -5.9188 0.2782 0.2474  0.00
H95 -5.4880 -1.3449 1.9387  0.00
H96 -3.4405 -2.1623 1.8695  0.00
H97 -3.3178 -1.9006 0.2159  0.00
H98 -5.2719 -3.9135 0.2720  0.00
H99 -4.5808 -4.1752 1.8823  0.00
H100 -1.6790 -3.5551 1.2564  0.00
H101 -1.3263 -4.9257 0.2874  0.00
H102 -2.3114 -5.1356 1.8046  0.00
C39 5.1294 3.8614 11.8101  0.00
O23 3.8073 3.7817 11.1323  0.00
C40 2.8084 3.0935 11.7231  0.00
C41 1.5500 3.0707 10.7926  0.00
N5 1.7113 2.5682 9.4664  0.00
C42 2.3570 1.2739 9.4499  0.00
C43 2.2018 0.6111 8.0890  0.00
O24 3.0689 1.3234 7.1577  0.00
C44 3.1626 0.9331 5.9037  0.00
H103 5.1705 4.0473 12.8834  0.00
H104 5.6662 4.7008 11.3683  0.00
H105 5.8156 3.0145 11.8126  0.00
H106 2.6286 3.6346 12.6521  0.00
H107 3.1649 2.0950 11.9759  0.00
H108 1.1711 4.0900 10.8671  0.00
H109 0.8440 2.4204 11.3091  0.00
H110 2.3786 3.1883 9.0302  0.00
H111 1.9230 0.5061 10.0903  0.00
H112 3.4369 1.3937 9.5367  0.00
H113 1.2272 0.3241 7.6942  0.00
H114 2.6330 -0.3899 8.0979  0.00
H115 2.2088 0.9329 5.3762  0.00
H116 3.5556 -0.0833 5.8787  0.00
H117 3.8552 1.4817 5.2654  0.00


(2)
Density functional theory data (wB97M-V/def2-TZVPD) for a cluster of 12 separate species, C44H118N14O18 in total in a non-equilibrium geometry.

The energy comes out at -3867.3747 a.u. Its frontier orbital gap (spin up / spin down) is 6.76 / 1.65 eV. The HOMO energy (spin up / spin down) is -9.62 / -9.62 eV. Its spin multiplicity is 2. As for the expectation value of S²: 0.7555. Its total charge is +1.

Last column: Löwdin spin population.
Positions of all 194 atoms, in Å:
C1 4.0515 5.2758 -0.2729  0.00
O1 4.6530 5.5187 -1.3353  0.00
N1 3.4633 6.1587 0.5316  0.00
N2 3.7979 4.0682 0.1726  0.00
H1 2.9857 5.6428 1.2567  0.00
H2 3.6172 7.1555 0.5844  0.00
H3 4.2596 3.2048 -0.0754  0.00
H4 3.0869 4.0166 0.8880  0.00
C2 -2.1919 3.9275 4.1671  0.00
O2 -2.0374 4.8972 3.4995  0.00
N3 -2.4129 2.6785 3.7311  0.00
N4 -2.1404 4.0847 5.4940  0.00
H5 -2.1351 2.0710 4.4886  0.00
H6 -2.6162 2.4709 2.7638  0.00
H7 -2.5740 3.4735 6.1711  0.00
H8 -1.8367 4.9842 5.8386  0.00
C3 -1.8096 3.0121 -2.2289  0.00
O3 -2.4668 2.3968 -1.4717  0.00
N5 -2.2190 4.0561 -2.9237  0.00
N6 -0.5471 2.7175 -2.4863  0.00
H9 -1.6442 4.5406 -3.5982  0.00
H10 -3.2174 4.2078 -2.9072  0.00
H11 -0.0917 3.2062 -3.2439  0.00
H12 -0.1321 1.9893 -1.9228  0.00
C4 2.1399 4.8758 3.9690  0.00
O4 2.3093 4.6416 2.7729  0.00
N7 1.0510 5.0361 4.5696  0.00
N8 3.1413 5.0145 4.7405  0.00
H13 0.2076 4.7959 4.0684  0.00
H14 1.0773 4.9385 5.5745  0.00
H15 4.0482 4.9640 4.2988  0.00
H16 2.9499 5.4041 5.6525  0.00
C5 -3.9567 -0.7409 0.0097  0.00
C6 -2.8767 -0.0243 0.9793  0.00
O5 -3.2576 1.2426 0.9230  0.00
H17 -4.9630 -0.5015 0.3536  0.00
H18 -3.8660 -1.8260 -0.0374  0.00
H19 -3.8240 -0.3392 -0.9949  0.00
H20 -1.8617 -0.1980 0.6221  0.00
H21 -2.9823 -0.3258 2.0214  0.00
H22 -2.8409 1.6441 0.1570  0.00
C7 -0.1786 -2.1415 2.4972  0.00
C8 1.1253 -2.6680 1.9940  0.00
O6 2.1028 -1.6738 2.0647  0.00
H23 -0.9235 -2.8568 2.8458  0.00
H24 -0.7118 -1.7018 1.6544  0.00
H25 -0.1229 -1.2814 3.1644  0.00
H26 0.8134 -3.0934 1.0401  0.00
H27 1.4055 -3.4746 2.6715  0.00
H28 1.8858 -0.9882 1.4286  0.00
C9 -0.7855 -0.1546 -9.4780  0.01
O7 0.4783 -0.8430 -9.3115  0.01
C10 1.5575 -0.0918 -8.7000  0.00
C11 1.4870 0.0655 -7.1463  0.06
N9 0.5442 1.1637 -6.8061  0.55
C12 0.4589 1.5953 -5.4549  0.08
C13 1.8510 1.9868 -4.9847  0.07
O8 1.8198 3.0722 -4.0768  0.11
C14 2.4084 4.2360 -4.5211  0.01
H29 -1.4085 -0.5462 -10.2821  0.00
H30 -0.6388 0.9151 -9.6273  0.00
H31 -1.4628 -0.2311 -8.6275  0.00
H32 1.7810 0.8734 -9.1544  0.00
H33 2.4602 -0.5884 -9.0559  0.00
H34 2.4973 0.1009 -6.7387  0.03
H35 1.1291 -0.8852 -6.7509  0.01
H36 0.7150 1.9439 -7.4244  0.01
H37 0.1367 0.7656 -4.8257  0.01
H38 -0.3070 2.3467 -5.2633  0.00
H39 2.4111 2.2726 -5.8750  0.00
H40 2.4041 1.2416 -4.4130  0.01
H41 2.2923 5.0765 -3.8368  0.00
H42 1.9647 4.6334 -5.4339  0.00
H43 3.4803 4.0514 -4.4511  0.00
C15 -9.4038 0.1854 -10.9249  0.00
O9 -9.8081 1.4007 -10.3288  0.00
C16 -10.5132 1.2031 -9.1070  0.00
C17 -9.6844 0.7952 -7.9244  0.00
N10 -8.3664 1.4800 -7.7748  0.00
C18 -7.5992 0.8699 -6.6567  0.00
C19 -6.3721 1.6049 -6.2141  0.00
O10 -5.8071 0.9522 -5.0198  0.00
C20 -4.4944 1.4768 -4.8743  0.00
H44 -8.7481 0.4559 -11.7525  0.00
H45 -10.0996 -0.6135 -11.1815  0.00
H46 -8.7731 -0.3496 -10.2150  0.00
H47 -11.3899 0.5668 -9.2278  0.00
H48 -10.6908 2.2673 -8.9524  0.00
H49 -9.4509 -0.2620 -8.0504  0.00
H50 -10.3345 0.6931 -7.0554  0.00
H51 -8.6334 2.3623 -7.3622  0.00
H52 -7.1829 -0.0897 -6.9633  0.00
H53 -8.2902 0.6053 -5.8563  0.00
H54 -6.5530 2.6793 -6.1814  0.00
H55 -5.7260 1.4080 -7.0696  0.00
H56 -3.8259 1.3256 -5.7218  0.00
H57 -4.0101 1.1656 -3.9487  0.00
H58 -4.6644 2.5211 -4.6123  0.00
C21 3.1197 -3.8508 -2.3341  0.00
O11 1.8829 -4.1833 -2.9306  0.00
C22 1.3791 -5.4331 -2.6865  0.00
C23 -0.1499 -5.6461 -3.1047  0.00
N11 -1.2644 -5.2070 -2.2408  0.00
C24 -2.4777 -5.5000 -2.9365  0.00
C25 -3.6538 -4.8565 -2.1485  0.00
O12 -3.6974 -3.3996 -2.2268  0.00
C26 -4.0724 -2.9626 -3.4983  0.00
H59 3.8420 -4.6547 -2.4757  0.00
H60 2.7737 -3.7367 -1.3068  0.00
H61 3.5148 -2.9955 -2.8821  0.00
H62 1.5252 -5.7943 -1.6685  0.00
H63 2.0913 -6.0338 -3.2522  0.00
H64 -0.1839 -6.7100 -3.3395  0.00
H65 -0.2711 -5.1116 -4.0469  0.00
H66 -1.3487 -4.2291 -2.0027  0.00
H67 -2.6997 -6.5577 -3.0787  0.00
H68 -2.3669 -5.0283 -3.9129  0.00
H69 -3.5181 -5.0948 -1.0935  0.00
H70 -4.5245 -5.4633 -2.3970  0.00
H71 -4.3109 -1.8994 -3.5297  0.00
H72 -4.9383 -3.5732 -3.7541  0.00
H73 -3.3085 -3.1724 -4.2470  0.00
C27 1.0389 1.4259 4.3070  0.00
O13 1.6316 1.4964 3.0301  0.00
C28 0.6343 1.5336 2.0014  0.00
C29 1.3529 1.6353 0.5971  0.00
N12 1.1667 0.2514 0.0279  0.00
C30 1.9571 0.0933 -1.1608  0.00
C31 1.3040 -0.9871 -2.1349  0.00
O14 0.1026 -0.3914 -2.5855  0.00
C32 -1.1394 -1.0400 -2.4224  0.00
H74 1.8315 1.2811 5.0411  0.00
H75 0.3127 0.6219 4.4276  0.00
H76 0.5077 2.3570 4.5042  0.00
H77 -0.1664 2.2511 2.1807  0.00
H78 0.2030 0.5404 2.1263  0.00
H79 2.3594 2.0274 0.7434  0.00
H80 0.7869 2.2666 -0.0880  0.00
H81 0.2247 0.0916 -0.2994  0.00
H82 2.9077 -0.2620 -0.7630  0.00
H83 1.9201 0.9564 -1.8255  0.00
H84 1.2830 -1.9267 -1.5828  0.00
H85 1.9250 -1.0811 -3.0257  0.00
H86 -1.1037 -2.0224 -2.8935  0.00
H87 -1.9416 -0.4612 -2.8801  0.00
H88 -1.2759 -1.2046 -1.3536  0.00
C33 3.5256 0.3327 8.8428  0.00
O15 4.4884 0.6332 7.7711  0.00
C34 4.3251 -0.1466 6.6213  0.00
C35 5.3609 0.0076 5.5344  0.00
N13 5.9018 1.4219 5.5889  0.00
C36 5.1341 2.1143 4.6240  0.00
C37 5.4365 1.9567 3.1799  0.00
O16 6.8339 1.7621 3.1368  0.00
C38 7.3890 1.5469 1.8002  0.00
H89 2.5263 0.1138 8.4663  0.00
H90 3.5311 1.1322 9.5837  0.00
H91 3.8111 -0.6079 9.3138  0.00
H92 3.2800 -0.0014 6.3477  0.00
H93 4.2189 -1.2114 6.8290  0.00
H94 5.1618 -0.5322 4.6087  0.00
H95 6.2452 -0.5088 5.9078  0.00
H96 5.5587 1.8011 6.4598  0.00
H97 5.1898 3.1931 4.7694  0.00
H98 4.0627 1.9645 4.7580  0.00
H99 5.0485 2.8191 2.6379  0.00
H100 4.9608 1.0321 2.8531  0.00
H101 6.8939 0.7600 1.2312  0.00
H102 8.4410 1.2643 1.8395  0.00
H103 7.3814 2.5321 1.3339  0.00
C39 0.5138 -2.1953 5.9269  0.00
O17 0.6554 -2.2489 7.3350  0.00
C40 -0.0510 -3.3398 7.9734  0.00
C41 0.7163 -4.5607 8.3349  0.00
N14 1.6007 -4.3855 9.4905  0.00
C42 2.8762 -3.7681 8.9953  0.00
C43 3.9023 -3.6250 10.2344  0.00
O18 4.2986 -4.9426 10.7572  0.00
C44 4.9756 -5.9199 9.9936  0.00
H104 -0.4328 -1.6644 5.8261  0.00
H105 0.4605 -3.2104 5.5332  0.00
H106 1.3570 -1.6319 5.5274  0.00
H107 -1.0051 -3.5852 7.5069  0.00
H108 -0.3328 -2.9638 8.9569  0.00
H109 1.2349 -4.9483 7.4580  0.00
H110 0.0381 -5.3869 8.5483  0.00
H111 1.1712 -3.7696 10.1660  0.00
H112 2.5417 -2.7445 8.8266  0.00
H113 3.2602 -4.3739 8.1746  0.00
H114 3.5078 -2.9404 10.9852  0.00
H115 4.7756 -3.0388 9.9483  0.00
H116 4.2902 -6.3771 9.2799  0.00
H117 5.2289 -6.7131 10.6970  0.00
H118 5.9583 -5.5860 9.6605  0.00